The following is a DFT calculation (ωB97M-V/def2-TZVPD) of a cluster of 2 separate species, C5H5NO in total in a non-equilibrium geometry.

Last columns: bonded neighbours and bond lengths (Å).
Geometry (Å):
1 O 0.61 -2.61 -0.32  C2 1.133
2 C 0.80 -1.72 -1.00  O1 1.133
3 C -1.21 0.16 -0.54  C4 1.203, C6 1.467
4 C -2.11 -0.26 -1.22  C3 1.203, H8 1.067
5 C 1.19 0.61 0.26  C6 1.515, N7 1.268, H9 1.094
6 C -0.30 0.81 0.41  C3 1.467, C5 1.515, H10 1.098, H11 1.097
7 N 1.98 0.27 1.19  C5 1.268, H12 1.025
8 H -2.94 -0.57 -1.82  C4 1.067
9 H 1.61 0.83 -0.73  C5 1.094
10 H -0.60 0.53 1.43  C6 1.098
11 H -0.47 1.89 0.31  C6 1.097
12 H 1.45 0.05 2.04  N7 1.025

## Properties
- M: 95.10 g/mol
- Multiplicity: 1
- Gap between HOMO and LUMO: 10.8 eV

Atomic partial charges in e from the Mulliken method, atoms 1 to 4: -0.16, 0.14, -0.48, 0.14


The following is a DFT calculation (ωB97M-V/def2-TZVPD) of an isolated molecule of C22H18O5 in a non-equilibrium geometry.

Last columns: bonded neighbours and bond lengths (Å).
Geometry (Å):
1 O -0.70 -0.34 -1.00  C2 1.217
2 C -1.61 -0.79 -0.33  O1 1.217, C3 1.486, C17 1.486
3 C -1.58 -2.18 0.18  C2 1.486, C4 1.340, C14 1.506
4 C -0.41 -2.80 0.41  C3 1.340, C5 1.464, H28 1.085
5 C 0.91 -2.17 0.37  C4 1.464, C6 1.390, C10 1.401
6 C 1.17 -1.06 1.16  C5 1.390, C7 1.389, H29 1.079
7 C 2.40 -0.41 1.15  C6 1.389, C8 1.373, H30 1.077
8 C 3.36 -0.93 0.31  C7 1.373, C9 1.396, O13 1.372
9 C 3.12 -2.06 -0.47  C8 1.396, C10 1.371, O11 1.372
10 C 1.91 -2.71 -0.45  C5 1.401, C9 1.371, H31 1.077
11 O 4.24 -2.37 -1.19  C9 1.372, C12 1.410
12 C 5.19 -1.38 -0.87  O11 1.410, O13 1.411, H32 1.103, H33 1.102
13 O 4.64 -0.49 0.08  C8 1.372, C12 1.411
14 C -2.89 -2.90 0.37  C3 1.506, C15 1.523, H34 1.096, H35 1.092
15 C -4.01 -2.19 -0.37  C14 1.523, C16 1.523, H36 1.092, H37 1.092
16 C -4.13 -0.77 0.16  C15 1.523, C17 1.505, H38 1.096, H39 1.092
17 C -2.84 -0.01 -0.06  C2 1.486, C16 1.505, C18 1.341
18 C -2.83 1.33 -0.08  C17 1.341, C19 1.464, H40 1.085
19 C -1.63 2.17 -0.19  C18 1.464, C20 1.389, C24 1.401
20 C -1.54 3.13 -1.19  C19 1.389, C21 1.392, H41 1.079
21 C -0.40 3.91 -1.35  C20 1.392, C22 1.373, H42 1.077
22 C 0.63 3.71 -0.46  C21 1.373, C23 1.396, O27 1.370
23 C 0.52 2.78 0.57  C22 1.396, C24 1.369, O25 1.371
24 C -0.59 2.00 0.73  C19 1.401, C23 1.369, H43 1.076
25 O 1.67 2.82 1.33  C23 1.371, C26 1.411
26 C 2.52 3.74 0.69  O25 1.411, O27 1.411, H44 1.101, H45 1.103
27 O 1.84 4.34 -0.39  C22 1.370, C26 1.411
28 H -0.42 -3.86 0.67  C4 1.085
29 H 0.40 -0.69 1.82  C6 1.079
30 H 2.59 0.46 1.75  C7 1.077
31 H 1.73 -3.57 -1.06  C10 1.077
32 H 5.47 -0.82 -1.78  C12 1.103
33 H 6.09 -1.85 -0.45  C12 1.102
34 H -3.13 -2.94 1.43  C14 1.096
35 H -2.79 -3.93 0.02  C14 1.092
36 H -3.80 -2.17 -1.44  C15 1.092
37 H -4.96 -2.72 -0.22  C15 1.092
38 H -4.34 -0.80 1.23  C16 1.096
39 H -4.95 -0.24 -0.32  C16 1.092
40 H -3.77 1.87 0.00  C18 1.085
41 H -2.36 3.24 -1.89  C20 1.079
42 H -0.32 4.64 -2.14  C21 1.077
43 H -0.67 1.29 1.53  C24 1.076
44 H 2.83 4.51 1.41  C26 1.101
45 H 3.42 3.21 0.32  C26 1.103

## Properties
- M: 362.38 g/mol
- SMILES: O=C1/C(=C\c2ccc3c(c2)OCO3)CCC/C1=C/c1ccc2c(c1)OCO2
- Multiplicity: 1
- Gap between HOMO and LUMO: 7.6 eV

Atomic partial charges in e from the Mulliken method, atoms 1 to 4: -0.57, 0.86, 0.48, -0.98


The following is a DFT calculation (ωB97M-V/def2-TZVPD) of an isolated molecule of C2H5FN2O in a non-equilibrium geometry.

Last columns: bonded neighbours and bond lengths (Å).
Geometry (Å):
1 N -1.97 -0.77 0.15  N2 1.410, H7 1.027, H8 1.009
2 N -1.30 0.39 -0.28  N1 1.410, C3 1.387, H9 1.005
3 C 0.06 0.49 -0.07  N2 1.387, O4 1.207, C5 1.480
4 O 0.56 1.57 0.13  C3 1.207
5 C 0.77 -0.81 -0.10  C3 1.480, F6 1.380, H10 1.076, H11 1.106
6 F 2.12 -0.54 0.05  C5 1.380
7 H -2.21 -0.65 1.14  N1 1.027
8 H -2.77 -0.76 -0.46  N1 1.009
9 H -1.74 1.24 0.04  N2 1.005
10 H 0.54 -1.39 -0.98  C5 1.076
11 H 0.50 -1.48 0.74  C5 1.106

## Properties
- M: 92.07 g/mol
- SMILES: NNC(=O)CF
- Multiplicity: 1
- Gap between HOMO and LUMO: 10.8 eV

Atomic partial charges in e from the Mulliken method, atoms 1 to 4: -0.51, -0.14, 0.47, -0.57